[1]
Formula: C15H22O12
Source: the Open Molecules 2025 dataset
Level of theory: wB97M-V/def2-TZVPD

The value obtained for the total energy is -40480.3265 eV. The orbital gap comes out at 10.648 eV. The structure (SMILES) is C[C@H]1COC(=O)O1.C[C@H]1COC(=O)O1.C[C@H]1COC(=O)O1.O=C1OCCO1. As for the energy above the lowest of the compared OMol25 structures with the same formula, charge and spin: 44.8 kcal/mol. The HOMO energy comes out at -10.7 eV. Its spin multiplicity is 1.

Geometry (Å):
C (2.816404, 3.265197, 3.333620)
C (3.677470, 3.966804, 2.284071)
C (3.120458, 3.507530, 0.821718)
O (3.068216, 4.821411, 0.190011)
C (3.185649, 5.844715, 1.038932)
O (3.144299, 7.015731, 0.729036)
O (3.351895, 5.351373, 2.304114)
H (1.802948, 3.626703, 3.159481)
H (3.138459, 3.444590, 4.359385)
H (2.908848, 2.179249, 3.350133)
H (4.733361, 3.713844, 2.379976)
H (2.172367, 2.972555, 0.766626)
H (3.868349, 2.864746, 0.357412)
C (-3.204477, -2.647077, 0.263167)
C (-4.496524, -1.951138, 0.008110)
C (-5.444450, -2.162458, 1.168065)
O (-5.755102, -0.811748, 1.675197)
C (-5.059811, 0.112431, 0.921476)
O (-5.284024, 1.342086, 1.015239)
O (-4.184331, -0.562200, 0.125533)
H (-3.214943, -3.733865, 0.346180)
H (-2.833799, -2.350374, 1.244326)
H (-2.421476, -2.308969, -0.415577)
H (-4.905288, -2.291608, -0.943252)
H (-4.935886, -2.627542, 2.012555)
H (-6.245852, -2.777852, 0.759218)
C (0.433285, 0.719620, -2.139100)
C (-0.417219, 1.072149, -0.953351)
C (-0.831769, -0.252047, -0.247630)
O (-0.795798, 0.130514, 1.148203)
C (0.021412, 1.203471, 1.268545)
O (0.275593, 1.792062, 2.277908)
O (0.460661, 1.614251, 0.028422)
H (0.737588, 1.702188, -2.499712)
H (-0.122770, 0.097097, -2.840076)
H (1.332227, 0.210109, -1.792120)
H (-1.168336, 1.857742, -1.035666)
H (-0.301361, -1.133731, -0.607360)
H (-1.873216, -0.405686, -0.530262)
O (1.871307, -6.543479, -2.687538)
C (1.837876, -5.329262, -2.692802)
O (2.675940, -4.479133, -3.337334)
C (2.384358, -3.139391, -3.142679)
C (1.554757, -3.294317, -1.881281)
O (0.945267, -4.549803, -1.969843)
H (3.315308, -2.605499, -2.951920)
H (1.769868, -2.618384, -3.876878)
H (0.794216, -2.513942, -1.854901)
H (2.098047, -3.338664, -0.937375)

Cartesian forces, eV/Å:
0.68 0.29 0.57
-2.50 -2.02 -1.08
1.63 1.57 1.53
-0.25 -1.04 -1.13
0.10 0.93 0.23
0.00 -2.10 0.71
0.79 0.59 -0.19
-0.02 -0.49 0.34
-0.04 0.83 0.04
-0.32 -0.11 -0.90
0.12 0.67 -0.06
-0.13 0.62 0.38
0.09 0.38 -0.38
1.50 -0.35 0.64
0.81 -0.26 1.27
0.22 0.57 0.62
0.02 -0.43 -1.62
-1.93 2.64 0.98
1.65 -4.99 -0.69
-0.48 1.73 -0.94
-0.39 -0.05 -0.58
-0.07 0.28 0.17
-0.25 -0.48 -0.30
-0.22 0.88 -0.22
-0.23 -0.37 -0.19
-0.77 0.55 0.86
-0.21 1.23 -0.05
1.19 -1.95 1.03
-2.22 2.16 -0.68
0.72 -0.67 -0.59
0.02 1.10 -0.07
-0.10 -0.92 -0.62
0.21 -0.01 1.51
0.18 -0.35 -0.96
0.14 0.31 -0.30
-0.13 -0.13 0.03
-0.52 -0.62 -0.68
0.69 0.15 0.88
-0.03 -0.14 0.43
-0.02 2.99 -0.33
-0.61 -1.45 0.65
0.83 -2.23 -1.64
-0.38 0.59 2.01
-0.60 1.64 1.05
0.30 -1.50 -1.09
-0.10 0.05 -0.21
0.27 -0.57 -0.68
-0.09 -0.14 0.31
0.43 0.61 -0.10

***

[2]
Formula: C9H6MnNSSe3Te
Source: the Open Molecules 2025 dataset
Level of theory: wB97M-V/def2-TZVPD

The value obtained for the total energy is -256408.7607 eV. The orbital gap (alpha / beta) comes out at 5.043 / 6.106 eV. As for the energy above the lowest of the compared OMol25 structures with the same formula, charge and spin: 20.3 kcal/mol. The HOMO energy (alpha / beta) comes out at -6.7 / -6.9 eV. Its spin multiplicity is 5.

Geometry (Å):
Mn (0.003432, -1.425972, -1.101970)
Se (2.064330, -2.535748, -1.509954)
Se (1.407901, -4.682055, -0.868462)
Te (-1.191202, -4.720659, -0.653287)
Se (-2.025943, -2.565306, -1.572346)
S (-0.031093, 0.380798, 2.881752)
C (-0.020295, -1.312561, 3.139528)
C (0.003145, -2.026898, 1.975510)
C (-0.001815, -1.165557, 0.855296)
C (-0.018965, 0.161438, 1.177514)
C (-0.019281, 1.207196, 0.157553)
C (-0.029689, 2.576876, 0.400102)
C (-0.026527, 3.444608, -0.674282)
C (-0.013741, 2.952090, -1.973296)
C (-0.004553, 1.582211, -2.141480)
N (-0.006836, 0.740032, -1.105688)
H (-0.026406, -1.704589, 4.145262)
H (0.017285, -3.105442, 1.911063)
H (-0.039271, 2.958484, 1.412088)
H (-0.034029, 4.513038, -0.499683)
H (-0.011031, 3.604993, -2.833474)
H (0.004583, 1.123014, -3.121748)

Cartesian forces, eV/Å:
0.13 0.01 0.07
0.10 0.04 0.04
-0.10 -0.02 -0.08
0.14 -0.20 0.15
-0.29 0.12 -0.19
-0.03 0.05 0.15
0.04 -0.16 -0.06
-0.03 0.23 0.14
0.02 -0.24 -0.26
0.02 0.19 -0.15
0.00 -0.04 0.17
0.00 0.07 -0.01
0.00 0.12 0.01
0.00 -0.11 -0.04
0.00 0.07 0.18
0.00 -0.19 -0.16
0.01 0.06 -0.01
0.00 0.01 0.05
0.00 -0.07 0.02
0.00 -0.01 -0.01
0.00 0.02 0.02
0.00 0.05 -0.04

***

[3]
Formula: C36H35GeIN4O5Se2Ti
Source: the Open Molecules 2025 dataset
Level of theory: wB97M-V/def2-TZVPD

The value obtained for the total energy is -272528.9337 eV. The orbital gap comes out at 5.113 eV. Its net charge is -2. As for the energy above the lowest of the compared OMol25 structures with the same formula, charge and spin: 33.6 kcal/mol. The HOMO energy comes out at -1.6 eV. Its spin multiplicity is 1.

Geometry (Å):
Ti (0.203700, 0.358719, -0.651853)
N (0.236145, -1.246868, 0.751464)
C (0.660712, -0.764920, 2.084473)
C (1.752633, 0.255542, 1.837631)
O (2.597849, 0.568449, 2.653741)
N (1.646996, 0.759407, 0.573563)
C (2.791789, 1.410745, -0.028792)
C (2.725009, 1.173467, -1.535143)
O (3.567453, 1.587458, -2.295679)
O (1.648757, 0.489554, -1.925120)
H (0.973183, -1.924187, 0.460099)
H (-0.613953, -1.804898, 0.778445)
H (-0.178134, -0.283387, 2.590646)
H (1.051026, -1.582410, 2.692334)
H (2.796493, 2.489692, 0.135392)
H (3.717017, 0.985605, 0.364451)
Se (3.090652, -3.105320, 0.634705)
Se (-1.236697, -3.467553, -1.104770)
C (-1.202868, -2.176402, -2.432225)
C (-1.641577, -2.526810, -3.741924)
C (-1.799502, -1.589681, -4.720911)
C (-1.515743, -0.245932, -4.427244)
C (-1.033811, 0.031429, -3.178338)
N (-0.836086, -0.887362, -2.200891)
C (3.140571, -3.767060, 2.393837)
C (4.287622, -4.473291, 2.840138)
C (4.344471, -4.975822, 4.116737)
C (3.258665, -4.778932, 4.976672)
C (2.184928, -4.072457, 4.472424)
N (2.108926, -3.580041, 3.236750)
H (-1.872708, -3.567398, -3.917077)
H (-2.146889, -1.878328, -5.706687)
H (-1.634095, 0.546761, -5.153378)
H (-0.782418, 1.054138, -2.920597)
H (5.108197, -4.601325, 2.147982)
H (5.223307, -5.517009, 4.452724)
H (3.254197, -5.151568, 5.992964)
H (1.317646, -3.884753, 5.103234)
I (-2.246290, 1.966013, 1.569725)
C (-1.901149, 0.508324, 0.016372)
H (-2.542671, 0.844053, -0.801511)
H (-2.343104, -0.411362, 0.402325)
O (1.020238, 4.059731, -0.439019)
C (0.087966, 3.520370, -1.002058)
O (-0.174062, 2.251982, -1.027002)
C (-0.931118, 4.374306, -1.764643)
C (-2.008578, 3.566058, -2.476076)
Ge (-3.628242, 4.533874, -2.959090)
C (-3.325196, 5.802678, -4.416636)
C (-2.333718, 6.776162, -4.278136)
C (-2.081313, 7.688604, -5.293076)
C (-2.820850, 7.640670, -6.467642)
C (-3.812581, 6.682297, -6.618629)
C (-4.062492, 5.771952, -5.598693)
C (-4.297002, 5.542234, -1.430056)
C (-4.454163, 4.878920, -0.212437)
C (-4.899322, 5.559210, 0.911216)
C (-5.198972, 6.913409, 0.828807)
C (-5.045524, 7.585496, -0.376294)
C (-4.591513, 6.901117, -1.498318)
C (-4.975587, 3.212258, -3.467696)
C (-4.600335, 1.883867, -3.666347)
C (-5.540236, 0.917324, -4.000992)
C (-6.873937, 1.271041, -4.144551)
C (-7.265725, 2.589322, -3.946692)
C (-6.322351, 3.549106, -3.606588)
H (-0.356296, 4.991894, -2.459624)
H (-1.361644, 5.053118, -1.022966)
H (-2.320521, 2.751768, -1.816014)
H (-1.607389, 3.098764, -3.379518)
H (-1.752426, 6.821758, -3.362471)
H (-1.304286, 8.433012, -5.169722)
H (-2.621223, 8.347143, -7.264187)
H (-4.388942, 6.638739, -7.535240)
H (-4.832238, 5.018948, -5.730490)
H (-4.204042, 3.825950, -0.124492)
H (-4.997106, 5.031809, 1.852039)
H (-5.541830, 7.446433, 1.707551)
H (-5.270223, 8.643572, -0.440797)
H (-4.465008, 7.430332, -2.438056)
H (-3.564859, 1.585444, -3.545808)
H (-5.226471, -0.110637, -4.135444)
H (-7.610450, 0.518779, -4.399766)
H (-8.308677, 2.865841, -4.046394)
H (-6.642092, 4.571648, -3.429819)

Cartesian forces, eV/Å:
-0.32 0.26 0.54
0.08 -0.06 0.21
0.00 -0.01 -0.06
-0.01 -0.04 -0.03
-0.03 0.03 0.05
0.14 0.01 -0.09
-0.03 0.04 -0.05
-0.04 -0.05 -0.05
-0.01 -0.03 -0.01
0.09 0.01 -0.13
0.00 0.05 0.00
-0.05 0.01 -0.04
-0.02 0.00 0.00
0.00 0.01 -0.02
-0.01 0.00 0.00
0.02 0.00 0.01
0.04 -0.01 -0.01
-0.04 -0.08 -0.01
-0.07 0.10 0.12
-0.03 0.03 -0.02
0.03 0.04 0.05
-0.02 -0.04 -0.02
0.08 -0.07 0.00
0.06 0.18 -0.32
0.11 0.00 0.02
-0.05 -0.01 0.02
-0.07 0.02 0.01
0.08 -0.01 -0.05
-0.04 0.00 0.02
-0.04 -0.02 0.00
0.00 -0.01 0.01
0.00 -0.01 0.00
-0.01 -0.01 0.00
0.10 -0.03 -0.02
0.01 0.00 0.00
0.00 0.00 0.00
-0.01 0.00 0.00
0.02 0.00 -0.01
0.01 0.02 0.04
-0.05 -0.23 -0.15
0.02 0.06 0.02
0.01 0.00 0.02
-0.01 -0.05 0.02
-0.01 0.04 0.00
0.17 -0.24 -0.02
0.02 0.00 -0.03
-0.06 0.05 0.01
0.03 -0.10 0.02
-0.03 0.02 -0.03
-0.02 0.01 0.00
0.00 -0.01 0.01
-0.01 0.00 0.01
0.00 0.00 -0.01
0.05 -0.02 -0.01
0.05 -0.01 0.02
0.01 0.02 0.01
-0.01 0.02 0.00
0.01 0.01 -0.02
0.01 -0.03 0.01
-0.06 0.02 0.00
0.00 0.01 -0.06
0.00 0.02 0.00
-0.01 -0.01 0.00
0.00 0.00 -0.01
0.01 0.00 0.01
0.00 0.01 0.00
-0.05 0.02 0.02
-0.01 0.01 0.02
-0.03 0.03 -0.04
0.00 -0.02 0.02
0.01 0.02 -0.04
0.00 0.00 0.00
0.00 0.00 0.00
0.00 0.00 0.01
0.00 0.01 0.00
-0.02 0.03 0.01
0.00 0.00 0.00
0.00 0.00 0.00
0.00 0.00 0.00
-0.01 0.01 0.05
-0.02 -0.02 -0.01
0.01 0.00 0.00
0.00 0.00 0.00
0.00 0.00 0.00
0.00 0.00 -0.01

***

[4]
Formula: C24H26InN6O4
Source: the Open Molecules 2025 dataset
Level of theory: wB97M-V/def2-TZVPD

The value obtained for the total energy is -47612.8031 eV. The orbital gap comes out at 9.178 eV. Its net charge is +1. As for the energy above the lowest of the compared OMol25 structures with the same formula, charge and spin: 3.3 kcal/mol. The HOMO energy comes out at -11.9 eV. Its spin multiplicity is 1.

Geometry (Å):
In (-0.541971, 0.261986, -1.189223)
O (-2.309220, -3.217965, -2.808794)
C (-2.047305, -2.168178, -2.280361)
N (-0.976024, -1.332630, -2.550800)
C (-0.292873, -1.483453, -3.732876)
O (-0.469621, -2.315506, -4.586705)
C (0.767211, -0.431259, -3.949437)
C (1.406148, -0.403965, -5.179597)
C (2.399004, 0.534131, -5.395265)
C (2.725339, 1.401035, -4.364893)
C (2.038883, 1.307018, -3.169658)
N (1.067709, 0.412982, -2.958493)
C (-2.969262, -1.648727, -1.188148)
C (-4.133593, -2.343621, -0.902302)
C (-4.966700, -1.856363, 0.090684)
C (-4.606252, -0.700020, 0.769838)
C (-3.421653, -0.073190, 0.428818)
N (-2.624404, -0.541623, -0.530054)
H (1.105497, -1.122681, -5.927242)
H (2.910927, 0.588487, -6.346305)
H (3.496686, 2.149196, -4.478133)
H (2.271262, 1.978917, -2.358278)
H (-4.356716, -3.237304, -1.466324)
H (-5.889606, -2.366150, 0.331929)
H (-5.236554, -0.281494, 1.541175)
H (-3.109955, 0.842619, 0.915266)
O (-1.524820, 4.308332, -1.390095)
C (-0.994470, 3.242235, -1.189723)
O (-1.521766, 2.075979, -1.397281)
C (0.411531, 3.223346, -0.606393)
C (1.070978, 4.402210, -0.293143)
C (2.328252, 4.320842, 0.282196)
C (2.879391, 3.068516, 0.532392)
C (2.152217, 1.944233, 0.184826)
N (0.947792, 2.028498, -0.381515)
H (0.579870, 5.341591, -0.501990)
H (2.873500, 5.219329, 0.538207)
H (3.856551, 2.964012, 0.982307)
H (2.539957, 0.944579, 0.349050)
C (-0.717149, -1.410098, 4.925324)
C (0.545200, -0.907541, 4.241818)
N (0.588793, -1.266266, 2.817114)
C (1.103830, -2.605745, 2.519094)
C (2.561691, -2.588084, 2.080648)
C (0.152991, -0.458916, 1.851002)
C (-0.409524, 0.877867, 2.241115)
N (0.185790, -0.792132, 0.580420)
H (-0.693058, -1.166705, 5.986772)
H (-0.811082, -2.492076, 4.831618)
H (-1.609811, -0.958036, 4.491900)
H (1.431177, -1.346015, 4.702261)
H (0.653359, 0.168949, 4.349724)
H (0.460206, -3.087470, 1.779140)
H (0.994438, -3.194380, 3.428570)
H (2.712757, -1.970281, 1.194252)
H (2.897779, -3.597396, 1.846923)
H (3.195891, -2.195030, 2.875412)
H (0.395597, 1.558161, 2.523309)
H (-1.090143, 0.789227, 3.084812)
H (-0.942651, 1.325109, 1.407293)
H (0.557981, -1.719088, 0.417821)

Cartesian forces, eV/Å:
0.34 0.33 -0.17
-0.01 0.01 0.04
0.01 0.05 0.03
-0.28 -0.09 0.18
-0.07 -0.06 0.01
0.00 0.00 -0.03
0.22 -0.06 -0.20
0.03 0.02 0.05
-0.04 -0.03 0.01
0.01 0.01 0.04
0.03 0.11 -0.02
-0.14 0.01 0.07
0.02 -0.14 0.05
-0.01 0.04 0.02
0.04 0.02 0.00
0.03 0.01 -0.03
-0.16 0.04 0.00
0.10 0.08 -0.07
0.00 0.00 0.00
0.00 -0.01 -0.01
0.00 0.00 0.00
-0.01 0.02 0.00
0.00 0.00 -0.01
0.00 -0.01 -0.01
0.01 0.00 0.01
-0.03 0.01 -0.03
0.02 -0.03 0.01
0.06 0.19 -0.02
-0.19 -0.23 -0.03
-0.06 0.08 0.02
0.05 0.01 0.01
-0.05 -0.02 -0.03
-0.02 -0.05 -0.03
0.11 0.06 0.02
-0.13 -0.32 0.17
0.00 0.00 0.00
0.00 0.00 0.00
0.00 0.00 0.00
0.00 0.01 0.00
0.02 0.00 0.01
0.00 0.02 -0.01
0.03 -0.05 0.11
0.00 -0.01 -0.02
0.01 0.00 -0.01
-0.10 -0.08 -0.14
0.05 0.00 -0.02
0.14 0.01 0.09
0.00 0.00 0.00
0.01 -0.01 0.00
0.00 0.01 0.00
0.00 -0.01 0.00
-0.02 0.00 -0.01
0.01 0.01 -0.01
-0.01 0.00 0.00
-0.02 0.00 0.00
0.00 -0.01 0.01
0.00 0.00 0.00
0.00 0.01 0.02
-0.02 0.00 -0.01
0.01 0.01 -0.01
0.03 0.01 -0.07